(1)
Entry from OMol25: a gas-phase ion, C4H5N4O2S (charge -1) at a distorted geometry (ωB97M-V/def2-TZVPD).

Properties
* orbital gap: 7.44 eV
* energy relative to the best compared isomer or geometry (same formula, charge and spin): 0.0000 eV

ORCA input file:
```
! wB97M-V def2-TZVPD RIJCOSX def2/J DEFGRID3
* xyz -1 1
C -1.844 -1.092 0.345
C 3.028 0.494 -0.078
C -1.131 1.533 0.421
C -0.964 0.096 -0.279
N 2.935 -0.673 -0.321
N 0.468 -0.119 -0.221
N 2.093 -1.677 -0.522
N 0.894 -1.281 -0.540
O -1.309 -2.208 0.345
O -2.905 -0.665 0.809
S 3.583 1.916 0.239
H -1.062 2.304 -0.347
H -0.489 1.608 1.272
H -2.153 1.632 0.666
H -1.362 0.206 -1.297
H 0.216 -2.073 -0.493
*
```

(2)
Entry from OMol25: C4H5N5 in the gas phase at a distorted geometry (ωB97M-V/def2-TZVPD).

Properties
* orbital gap: 8.32 eV
* energy relative to the best compared isomer or geometry (same formula, charge and spin): 6.2162 eV
* SMILES: [H]\N=C1/C=N\N=C/C=N\N1

ORCA input file:
```
! wB97M-V def2-TZVPD RIJCOSX def2/J DEFGRID3
* xyz 0 1
C 1.161 -0.323 -0.272
C -1.259 1.031 0.485
C -1.989 0.216 -0.584
C 0.322 -1.163 0.457
H 2.909 -1.278 -0.168
H 1.760 1.588 -0.270
H -1.918 1.148 1.505
H -2.822 0.484 -1.228
H 0.854 -1.456 1.311
N 2.562 -0.385 -0.294
N 0.934 1.059 -0.645
N -0.038 1.664 0.202
N -1.671 -1.089 -0.662
N -0.804 -1.495 0.163
*
```

(3)
Entry from OMol25: C4H5N5 in the gas phase at a distorted geometry (ωB97M-V/def2-TZVPD).

Properties
* orbital gap (alpha / beta): 7.31 / 7.31 eV
* energy relative to the best compared isomer or geometry (same formula, charge and spin): 4.7202 eV

ORCA input file:
```
! wB97M-V def2-TZVPD RIJCOSX def2/J DEFGRID3
* xyz 0 1
C 0.137 -1.077 1.583
C 1.193 -1.763 1.070
C -0.400 -0.352 0.456
C -0.027 1.550 -2.146
N 1.208 -1.614 -0.291
N -0.635 2.039 -1.159
N -1.492 1.594 -0.347
N 0.239 -0.858 -0.631
N -1.470 0.527 0.365
H -0.330 -1.025 2.523
H 1.956 -2.277 1.514
H -0.262 0.598 -2.515
H 0.744 2.067 -2.645
H -2.325 0.693 1.000
*
```

(4)
Entry from OMol25: a molecular structure, C4H5NO at a distorted geometry (ωB97M-V/def2-TZVPD).

Properties
* orbital gap: 10.73 eV
* energy relative to the best compared isomer or geometry (same formula, charge and spin): 3.0885 eV

ORCA input file:
```
! wB97M-V def2-TZVPD RIJCOSX def2/J DEFGRID3
* xyz 0 1
C -1.008 -0.309 0.984
C -0.025 0.588 0.900
C 1.700 -0.792 -0.848
O 1.690 -1.861 -0.466
C -0.159 1.715 0.018
N -0.284 2.551 -0.774
H -1.952 -0.148 0.472
H -0.280 -0.740 -1.508
H -0.880 -1.240 1.528
H 0.941 0.443 1.376
H 0.257 -0.208 -1.682
*
```

(5)
Entry from OMol25: C4H5NO in the gas phase at a distorted geometry (ωB97M-V/def2-TZVPD).

Properties
* orbital gap (alpha / beta): 8.67 / 8.67 eV
* energy relative to the best compared isomer or geometry (same formula, charge and spin): 2.8998 eV

ORCA input file:
```
! wB97M-V def2-TZVPD RIJCOSX def2/J DEFGRID3
* xyz 0 1
C -1.478 -0.080 0.029
C 0.016 -0.017 0.004
C 0.894 -1.067 0.135
O 2.157 -0.811 0.084
N 2.105 1.081 -0.174
C 0.834 1.140 -0.165
H -1.790 -1.120 0.169
H -1.906 0.502 0.853
H -1.924 0.272 -0.907
H 0.509 -2.094 0.279
H 0.582 2.196 -0.306
*
```

(6)
Entry from OMol25: C4H5NO in the gas phase (ωB97M-V/def2-TZVPD).

Properties
* orbital gap: 9.09 eV
* energy relative to the best compared isomer or geometry (same formula, charge and spin): 2.9977 eV
* SMILES: [H]/N=C/C=C=CO

ORCA input file:
```
! wB97M-V def2-TZVPD RIJCOSX def2/J DEFGRID3
* xyz 0 1
O -0.388 1.010 -2.234
C 0.533 0.350 -1.492
C 0.783 0.492 -0.217
C 0.811 0.171 1.053
C -0.408 -0.501 1.568
N -1.372 -0.766 0.780
H -0.250 0.804 -3.166
H 1.299 -0.263 -1.952
H 1.619 0.467 1.718
H -0.454 -0.627 2.656
H -2.172 -1.138 1.286
*
```

(7)
Entry from OMol25: C4H5NO in the gas phase (ωB97M-V/def2-TZVPD).

Properties
* orbital gap: 10.60 eV
* energy relative to the best compared isomer or geometry (same formula, charge and spin): 1.2898 eV
* SMILES: Cc1ccno1

ORCA input file:
```
! wB97M-V def2-TZVPD RIJCOSX def2/J DEFGRID3
* xyz 0 1
C -1.717 -0.041 0.130
C -0.231 -0.118 0.077
C 0.740 0.669 -0.456
C 1.938 -0.008 -0.103
N 1.705 -1.099 0.574
O 0.335 -1.171 0.690
H -2.053 0.232 1.137
H -2.083 0.710 -0.574
H -2.157 -1.010 -0.123
H 0.628 1.589 -1.009
H 2.963 0.262 -0.324
*
```

(8)
Entry from OMol25: C4H5NO in the gas phase at a distorted geometry (ωB97M-V/def2-TZVPD).

Properties
* orbital gap: 11.28 eV
* energy relative to the best compared isomer or geometry (same formula, charge and spin): 1.7835 eV
* SMILES: N#C[C@@H]1C[C@@H]1O

ORCA input file:
```
! wB97M-V def2-TZVPD RIJCOSX def2/J DEFGRID3
* xyz 0 1
O -0.997 -0.549 -1.390
C 0.216 -0.028 -0.953
C 0.117 1.154 -0.079
C 0.602 -0.156 0.526
C -0.242 -0.966 1.385
N -0.943 -1.579 2.076
H -1.335 -1.227 -0.798
H 1.001 -0.093 -1.704
H 0.915 1.890 -0.173
H -0.839 1.508 0.264
H 1.540 0.143 0.930
*
```

(9)
Entry from OMol25: a molecular structure, C4H5NO at a distorted geometry (ωB97M-V/def2-TZVPD).

Properties
* orbital gap: 10.02 eV
* energy relative to the best compared isomer or geometry (same formula, charge and spin): 6.1699 eV

ORCA input file:
```
! wB97M-V def2-TZVPD RIJCOSX def2/J DEFGRID3
* xyz 0 1
C 1.776 -0.010 -0.063
C -1.073 -0.663 -0.401
C -1.011 0.337 0.725
C -0.126 0.466 -0.448
N 2.605 -0.849 0.308
O 2.894 0.662 -0.164
H -0.692 -1.654 -0.215
H -1.907 -0.631 -1.087
H -1.804 1.064 0.836
H -0.593 0.009 1.664
H -0.069 1.269 -1.154
*
```

(10)
Entry from OMol25: C4H5NO in the gas phase (ωB97M-V/def2-TZVPD).

Properties
* orbital gap: 9.92 eV
* energy relative to the best compared isomer or geometry (same formula, charge and spin): 4.4884 eV

ORCA input file:
```
! wB97M-V def2-TZVPD RIJCOSX def2/J DEFGRID3
* xyz 0 1
N 0.535 -1.055 -1.704
C 1.269 -0.662 -0.751
O 0.788 0.020 0.299
C -0.624 0.239 0.253
C -0.883 0.613 2.642
C -1.041 1.087 1.439
H 1.088 -1.548 -2.400
H 2.347 -0.805 -0.636
H -1.131 -0.731 0.237
H -0.884 0.759 -0.670
H -1.464 2.083 1.291
*
```

(11)
Entry from OMol25: C4H5NO in the gas phase at a distorted geometry (ωB97M-V/def2-TZVPD).

Properties
* orbital gap: 11.12 eV
* energy relative to the best compared isomer or geometry (same formula, charge and spin): 2.5818 eV
* SMILES: C=C[C@H](O)C#N

ORCA input file:
```
! wB97M-V def2-TZVPD RIJCOSX def2/J DEFGRID3
* xyz 0 1
O -0.531 1.377 -0.881
C -0.455 0.764 0.362
C -0.318 -1.474 -0.638
C -0.288 -0.706 0.431
C 1.086 1.092 0.733
N 2.249 1.119 0.822
H 0.435 1.445 -1.025
H -1.420 0.980 0.898
H -0.197 -2.539 -0.536
H -0.486 -1.028 -1.613
H -0.076 -1.029 1.448
*
```

(12)
Entry from OMol25: C4H5NO in the gas phase (ωB97M-V/def2-TZVPD).

Properties
* orbital gap: 10.97 eV
* energy relative to the best compared isomer or geometry (same formula, charge and spin): 1.3638 eV
* SMILES: Cc1ccon1

ORCA input file:
```
! wB97M-V def2-TZVPD RIJCOSX def2/J DEFGRID3
* xyz 0 1
C -1.704 -0.073 0.132
C -0.222 -0.264 0.131
N 0.345 -1.439 0.227
O 1.695 -1.225 0.035
C 1.908 0.081 -0.171
C 0.741 0.758 -0.103
H -2.235 -0.969 0.458
H -1.986 0.770 0.770
H -2.019 0.166 -0.891
H 2.926 0.379 -0.380
H 0.551 1.815 -0.206
*
```

Which value of energy relative to the best compared isomer or geometry (same formula, charge and spin) does entry 1 give? 0.0000 eV